(1)
C29H40HfNO2SSb | the ωB97M-V functional and the def2-TZVPD basis

The geometry in XYZ format:
```
75
Properties=species:S:1:pos:R:3:mulliken_charge:R:1
Hf -1.54 -0.65 -0.03 1.060
C 3.76 -0.46 -3.02 -1.125
C 4.09 0.92 -2.44 0.265
C 4.80 1.89 -3.17 -0.701
C 5.30 3.05 -2.61 -0.823
C 5.03 3.32 -1.30 -0.572
C 4.19 2.53 -0.55 -0.792
C 3.71 1.35 -1.18 0.866
Sb 2.54 0.16 0.08 1.160
C 0.74 -0.41 -1.13 -0.155
C -0.06 0.65 -1.72 -0.053
C -1.08 0.39 -2.60 -0.198
C -1.41 -0.89 -2.96 -0.850
C -0.70 -1.96 -2.40 -0.618
C 0.38 -1.80 -1.60 1.630
C 1.20 -3.00 -1.25 -1.994
C 1.72 1.67 1.38 -0.225
C 1.93 1.49 2.73 -0.322
C 1.65 2.45 3.68 -0.671
C 1.19 3.67 3.28 -0.886
C 1.21 3.95 1.94 -0.899
C 1.51 3.03 0.95 1.620
C 1.35 3.61 -0.44 -2.039
H 4.06 -1.44 -2.51 0.222
H 4.31 -0.52 -3.95 0.468
H 2.71 -0.57 -3.29 0.214
H 5.04 1.63 -4.18 0.403
H 5.88 3.74 -3.23 0.404
H 5.46 4.23 -0.86 0.412
H 3.85 2.79 0.48 0.461
H 0.14 1.70 -1.38 -0.324
H -1.62 1.21 -3.10 0.463
H -2.20 -1.08 -3.65 0.485
H -0.95 -3.01 -2.72 0.527
H 0.58 -3.85 -0.95 0.399
H 2.07 -2.72 -0.63 0.254
H 1.58 -3.28 -2.25 0.551
H 2.26 0.47 3.09 0.270
H 1.81 2.26 4.69 0.520
H 0.80 4.35 4.04 0.447
H 0.96 4.91 1.67 0.618
H 1.68 2.97 -1.26 0.394
H 1.85 4.56 -0.59 0.520
H 0.31 3.83 -0.61 0.537
C -4.64 1.45 0.04 -1.626
C -4.35 0.07 0.57 1.418
C -5.56 -0.61 1.14 -1.731
C -3.65 -0.84 -0.57 -1.089
H -5.35 1.97 0.75 0.390
H -5.02 1.31 -0.94 0.385
H -3.82 2.15 -0.10 0.292
H -3.76 0.14 1.46 -0.070
H -6.16 -0.98 0.30 0.399
H -6.20 0.07 1.68 0.414
H -5.41 -1.50 1.73 0.283
H -4.04 -0.58 -1.56 0.634
H -3.92 -1.86 -0.33 0.541
O -0.96 -0.22 2.15 -0.614
S -1.15 1.30 1.83 0.251
N -1.56 1.47 0.42 -0.204
C 0.72 -4.02 2.14 -1.366
C 0.07 -2.66 1.97 -0.132
O -0.98 -2.63 0.88 0.128
C -2.11 -3.53 0.96 -0.802
C -3.13 -3.06 2.00 -0.688
H 1.35 -4.03 3.08 0.434
H 1.53 -4.32 1.40 0.262
H -0.03 -4.82 2.22 0.351
H 0.88 -2.01 1.70 -0.193
H -0.42 -2.35 2.89 0.643
H -1.79 -4.56 1.17 0.571
H -2.46 -3.49 -0.04 0.447
H -2.69 -3.27 2.96 0.359
H -4.07 -3.71 1.85 0.480
H -3.40 -2.04 1.80 -0.089
```

Output
LUMO level	-7.38	eV
E_tot	-2020.08736	Ha
energy above the lowest of the compared OMol25 structures with the same formula, charge and spin	0.947	eV
total charge	+2
HOMO level	-13.55	eV

***

(2)
C4H5N3O2 | the ωB97M-V functional and the def2-TZVPD basis

The geometry in XYZ format:
```
14
Properties=species:S:1:pos:R:3:nbo_charge:R:1
C 0.98 -0.44 -0.49 -0.141
C 1.36 -1.84 -0.86 0.154
C 0.85 0.98 0.84 0.590
C -1.64 1.45 0.73 -0.426
N 1.46 -3.00 -0.78 0.160
N -0.40 -0.25 -0.40 -0.475
N -0.38 0.90 0.46 -0.299
O 1.63 1.62 1.50 -0.486
O 1.60 -4.18 -0.94 -0.343
H 1.56 0.22 -1.19 0.226
H -2.39 0.87 0.24 0.214
H -1.84 1.28 1.77 0.225
H -1.74 2.46 0.35 0.218
H -1.04 -0.07 -1.23 0.385
```

Output
LUMO level (alpha / beta)	0.49 / -2.66	eV
E_tot	-469.82975	Ha
energy above the lowest of the compared OMol25 structures with the same formula, charge and spin	4.216	eV
spin multiplicity	3
HOMO level (alpha / beta)	-5.74 / -9.16	eV

***

(3)
C22H25N3O3V | the ωB97M-V functional and the def2-TZVPD basis

The geometry in XYZ format:
```
54
Properties=species:S:1:pos:R:3:nbo_charge:R:1
V 0.54 -0.51 0.10 1.534
C 0.50 -0.89 2.98 -0.416
N 0.70 0.21 2.02 -0.452
C 2.03 0.81 2.24 -0.431
C -0.34 1.26 2.17 -0.236
C -0.37 2.06 0.89 -0.067
C -0.70 3.41 0.84 -0.207
C -0.75 4.06 -0.38 -0.187
C -0.48 3.36 -1.55 -0.203
C -0.12 2.02 -1.50 -0.217
C -0.05 1.36 -0.27 -0.344
H 0.58 -0.53 4.01 0.215
H 1.26 -1.66 2.82 0.220
H -0.48 -1.34 2.85 0.209
H 2.11 1.19 3.26 0.204
H 2.19 1.63 1.54 0.260
H 2.81 0.07 2.08 0.215
H -0.15 1.87 3.05 0.215
H -1.30 0.75 2.30 0.211
H -0.91 3.96 1.76 0.217
H -1.00 5.11 -0.43 0.225
H -0.53 3.87 -2.51 0.223
H 0.12 1.50 -2.42 0.205
C 5.34 0.83 -2.11 -0.414
N 4.37 -0.14 -1.60 -0.409
C 4.53 -1.47 -1.83 0.130
C 3.62 -2.40 -1.47 -0.397
C 2.41 -1.93 -0.85 0.622
O 1.42 -2.63 -0.53 -0.689
N 2.31 -0.60 -0.55 -0.775
C 3.24 0.34 -0.93 0.786
O 3.11 1.52 -0.68 -0.608
H 6.35 0.45 -1.97 0.213
H 5.21 1.76 -1.56 0.256
H 5.16 1.02 -3.16 0.212
H 5.45 -1.75 -2.33 0.227
H 3.76 -3.45 -1.67 0.253
C -1.76 -3.41 0.00 -0.722
C -1.98 -1.93 0.03 0.603
O -0.98 -1.19 0.24 -0.632
C -3.29 -1.34 -0.17 -0.221
C -3.41 0.06 -0.25 -0.073
C -4.64 0.63 -0.49 -0.228
C -5.77 -0.17 -0.64 -0.128
C -5.66 -1.56 -0.55 -0.216
C -4.43 -2.14 -0.32 -0.126
H -0.69 -3.62 -0.01 0.274
H -2.22 -3.86 -0.88 0.258
H -2.20 -3.86 0.89 0.260
H -2.53 0.68 -0.15 0.225
H -4.73 1.71 -0.55 0.235
H -6.73 0.28 -0.83 0.233
H -6.53 -2.18 -0.67 0.235
H -4.35 -3.22 -0.25 0.224
```

Output
LUMO level (alpha / beta)	-3.87 / -4.14	eV
E_tot	-2187.15009	Ha
energy above the lowest of the compared OMol25 structures with the same formula, charge and spin	1.233	eV
total charge	+1
spin multiplicity	3
HOMO level (alpha / beta)	-10.91 / -11.63	eV

***

(4)
C5H9N2Si | the ωB97M-V functional and the def2-TZVPD basis

The geometry in XYZ format:
```
17
Properties=species:S:1:pos:R:3:nbo_charge:R:1
N 2.48 1.14 -0.64 -0.747
C 1.43 0.48 -0.10 0.225
C 1.65 -0.82 0.43 -0.231
C 0.66 -1.76 0.50 0.036
N -0.63 -1.31 0.40 -0.467
C -1.04 -0.04 0.21 -0.041
Si -2.87 0.57 -0.05 0.855
C 0.12 0.90 -0.23 -0.293
H 3.46 0.91 -0.37 0.428
H 2.26 2.03 -1.15 0.421
H 2.67 -1.20 0.68 0.245
H 1.06 -2.73 0.60 0.260
H -1.32 -1.92 0.66 0.421
H -2.79 0.78 -1.43 -0.133
H -3.21 1.70 0.81 -0.099
H -3.71 -0.68 0.20 -0.126
H -0.21 1.93 -0.51 0.246
```

Output
LUMO level	-4.08	eV
E_tot	-594.64628	Ha
energy above the lowest of the compared OMol25 structures with the same formula, charge and spin	0.000	eV
total charge	+1
HOMO level	-13.33	eV